Here is C27H51BeNO2Si2 as an isolated structure from OMol25. Energies are from ωB97M-V with the def2-TZVPD basis set.

Charge ... 0
HOMO ... -8.232 eV
DFT total energy ... -50570.78039 eV
Frontier orbital gap ... 8.31 eV
ΔE to the lowest compared entry with this formula, charge and spin ... 0.0 kJ/mol

Each line ends with the Löwdin charge.
Atoms and positions in Å:
O: 1.810 0.756 -0.311  -0.19
O: 5.371 -3.005 -1.222  -0.20
C: 2.355 1.318 -1.536  -0.23
C: 2.364 2.838 -1.571  -0.07
H: 1.736 0.933 -2.350  0.10
H: 3.372 0.933 -1.656  0.11
H: 1.385 3.270 -1.327  0.08
H: 2.636 3.172 -2.578  0.09
H: 3.104 3.273 -0.889  0.07
C: 2.510 1.263 0.859  -0.23
C: 3.992 0.923 0.868  -0.07
H: 2.019 0.824 1.731  0.12
H: 2.385 2.353 0.902  0.11
H: 4.155 -0.163 0.880  0.09
H: 4.462 1.347 1.764  0.08
H: 4.509 1.356 0.004  0.07
C: 5.546 -4.237 -0.494  -0.27
C: 6.529 -2.523 -1.926  -0.26
C: 5.702 -4.012 1.011  -0.08
H: 6.410 -4.808 -0.877  0.12
H: 4.639 -4.832 -0.681  0.11
H: 6.602 -3.425 1.235  0.06
H: 5.791 -4.987 1.507  0.08
H: 4.837 -3.482 1.435  0.08
C: 7.764 -2.287 -1.056  -0.09
H: 6.212 -1.584 -2.398  0.12
H: 6.778 -3.235 -2.729  0.11
H: 7.545 -1.615 -0.217  0.08
H: 8.545 -1.825 -1.669  0.08
H: 8.169 -3.225 -0.652  0.07
H: 2.982 -3.153 -2.299  0.03
Be: -0.198 0.165 -0.134  0.11
C: 2.202 -3.873 -2.629  -0.19
Si: 2.465 -4.518 -4.380  0.45
H: 2.222 -4.711 -1.907  0.03
H: 1.215 -3.389 -2.528  0.02
C: 3.267 -3.150 -5.384  -0.19
C: 0.855 -5.027 -5.210  -0.19
C: 3.629 -5.999 -4.341  -0.20
C: -0.730 0.324 -1.775  -0.27
Si: -2.513 0.314 -2.336  0.41
H: -0.094 -0.449 -2.265  0.02
H: -0.403 1.299 -2.206  0.00
C: -2.844 -1.017 -3.613  -0.20
C: -2.938 1.942 -3.205  -0.20
C: -3.748 0.122 -0.937  -0.19
H: 3.739 -6.451 -5.338  0.03
H: 3.265 -6.787 -3.665  0.03
H: 4.632 -5.705 -4.001  0.02
H: 2.557 -2.329 -5.558  0.03
H: 3.609 -3.516 -6.363  0.03
H: 4.137 -2.738 -4.853  0.02
H: 0.070 -4.270 -5.069  0.03
H: 0.478 -5.979 -4.810  0.03
H: 0.994 -5.160 -6.294  0.03
H: -2.144 2.255 -3.897  0.02
H: -3.095 2.774 -2.506  0.02
H: -3.856 1.834 -3.801  0.03
H: -3.715 0.943 -0.211  0.01
H: -3.584 -0.802 -0.370  0.03
H: -4.775 0.082 -1.332  0.03
H: -3.862 -0.914 -4.013  0.03
H: -2.743 -2.022 -3.187  0.03
H: -2.144 -0.948 -4.456  0.03
C: -2.022 3.185 1.702  -0.05
C: -2.347 2.551 2.909  -0.04
C: -1.940 1.234 3.114  0.01
C: -1.281 0.560 2.080  -0.17
N: -0.943 1.211 0.930  0.05
C: -1.299 2.494 0.734  -0.07
C: -0.796 -0.820 2.130  -0.19
C: -0.862 -1.591 3.318  -0.03
C: -0.256 -2.851 3.334  -0.10
C: 0.428 -3.297 2.195  -0.08
C: 0.502 -2.484 1.020  -0.08
C: -0.128 -1.255 0.974  -0.08
H: -2.326 4.205 1.514  0.10
H: -2.924 3.061 3.666  0.11
H: -2.158 0.741 4.053  0.11
H: -0.989 2.960 -0.210  0.12
H: -1.338 -1.189 4.211  0.09
H: -0.311 -3.448 4.249  0.10
H: 0.934 -4.263 2.230  0.09
H: 1.083 -2.831 0.159  0.08


Here is an isolated ion of composition C4H11N2 and charge +1 from OMol25. Energies are from ωB97M-V with the def2-TZVPD basis set.

Charge ... +1
HOMO ... -13.591 eV
DFT total energy ... -7299.57369 eV
Frontier orbital gap ... 10.15 eV
ΔE to the lowest compared entry with this formula, charge and spin ... 132.6 kJ/mol
Structure (SMILES) ... CC/C([NH3+])=C/N

Each line ends with the Löwdin charge.
Atoms and positions in Å:
C: 0.603 0.529 -2.128  -0.08
C: -0.096 1.099 -0.881  -0.19
C: -0.028 0.182 0.299  -0.22
N: -0.653 -1.180 -0.040  0.24
C: 0.151 0.336 1.610  -0.12
N: -0.075 -0.628 2.570  0.07
H: 1.536 0.015 -1.909  0.08
H: 0.803 1.346 -2.813  0.08
H: -0.048 -0.160 -2.672  0.07
H: 0.422 2.002 -0.556  0.13
H: -1.144 1.313 -1.094  0.13
H: 0.001 -1.724 -0.573  0.16
H: -0.917 -1.635 0.843  0.15
H: -1.523 -1.068 -0.546  0.17
H: 0.550 1.312 1.877  0.14
H: 0.521 -1.422 2.490  0.10
H: -0.100 -0.316 3.523  0.11


Here is a 8-piece molecular cluster, C32H64O24 overall from OMol25. Energies are from ωB97M-V with the def2-TZVPD basis set.

Charge ... 0
HOMO ... -10.626 eV
DFT total energy ... -83361.46234 eV
Frontier orbital gap ... 11.13 eV
ΔE to the lowest compared entry with this formula, charge and spin ... 199.3 kJ/mol
Structure (SMILES) ... CCOC(=O)OC.CCOC(=O)OC.CCOC(=O)OC.CCOC(=O)OC.CCOC(=O)OC.CCOC(=O)OC.CCOC(=O)OC.CCOC(=O)OC

Each line ends with the Löwdin charge.
Atoms and positions in Å:
C: 5.114 1.409 3.992  -0.07
C: 5.240 1.543 5.498  -0.18
O: 6.299 2.497 5.737  0.03
C: 6.382 2.962 6.976  -0.62
O: 5.716 2.686 7.924  0.14
O: 7.301 3.944 6.946  0.01
C: 7.573 4.528 8.192  -0.08
H: 4.388 0.637 3.721  0.08
H: 6.064 1.168 3.516  0.06
H: 4.739 2.264 3.425  0.08
H: 5.511 0.617 5.997  0.13
H: 4.336 2.019 5.877  0.13
H: 8.371 5.268 8.133  0.09
H: 7.922 3.828 8.955  0.10
H: 6.707 5.053 8.602  0.10
C: -4.014 2.409 -4.720  -0.04
C: -3.506 1.363 -3.711  -0.21
O: -3.532 1.907 -2.405  0.05
C: -2.582 2.667 -1.909  -0.61
O: -2.773 3.407 -0.991  0.14
O: -1.412 2.489 -2.542  -0.01
C: -0.325 3.296 -2.142  -0.04
H: -3.318 3.236 -4.849  0.08
H: -5.022 2.728 -4.468  0.08
H: -4.064 1.934 -5.703  0.08
H: -2.633 0.806 -4.058  0.13
H: -4.178 0.503 -3.735  0.10
H: -0.182 3.247 -1.060  0.09
H: -0.432 4.338 -2.444  0.10
H: 0.573 2.888 -2.603  0.09
C: 7.685 7.008 -0.866  -0.07
C: 7.175 6.399 -2.141  -0.20
O: 7.322 4.968 -2.099  0.04
C: 6.284 4.258 -1.685  -0.62
O: 5.319 4.617 -1.072  0.14
O: 6.550 2.991 -2.001  0.00
C: 5.512 2.042 -1.851  -0.05
H: 8.680 6.770 -0.488  0.08
H: 7.039 6.803 -0.006  0.08
H: 7.668 8.102 -0.909  0.08
H: 7.725 6.802 -2.990  0.12
H: 6.111 6.573 -2.308  0.12
H: 5.733 1.103 -2.343  0.10
H: 4.573 2.532 -2.118  0.09
H: 5.317 1.812 -0.797  0.07
C: 2.952 0.290 0.799  -0.06
C: 1.976 0.000 -0.298  -0.22
O: 0.770 -0.397 0.320  0.04
C: -0.208 -0.900 -0.431  -0.60
O: -0.054 -1.396 -1.528  0.12
O: -1.349 -0.780 0.205  0.02
C: -2.606 -1.013 -0.388  -0.02
H: 2.685 1.131 1.441  0.09
H: 3.984 0.433 0.469  0.05
H: 3.104 -0.548 1.489  0.08
H: 2.415 -0.755 -0.958  0.12
H: 1.817 0.876 -0.937  0.12
H: -3.335 -1.410 0.317  0.08
H: -2.666 -1.658 -1.263  0.09
H: -3.036 -0.039 -0.630  0.08
C: -2.368 2.054 1.763  -0.06
C: -3.855 2.069 1.508  -0.19
O: -4.566 1.507 2.609  0.05
C: -5.303 0.416 2.537  -0.59
O: -5.541 -0.291 1.588  0.10
O: -5.727 0.193 3.790  0.00
C: -6.504 -0.985 4.021  -0.03
H: -1.812 2.387 0.893  0.06
H: -1.937 1.115 2.125  0.08
H: -2.077 2.685 2.611  0.08
H: -4.116 1.614 0.554  0.11
H: -4.197 3.106 1.520  0.13
H: -7.553 -0.812 3.806  0.10
H: -6.308 -1.314 5.040  0.09
H: -6.054 -1.792 3.439  0.09
C: -2.829 -3.881 -4.590  -0.06
C: -4.071 -3.058 -4.839  -0.16
O: -4.250 -2.317 -3.584  0.00
C: -5.440 -1.825 -3.330  -0.66
O: -6.417 -1.891 -4.024  0.13
O: -5.348 -1.153 -2.191  -0.03
C: -6.476 -0.497 -1.658  -0.04
H: -2.844 -4.822 -5.142  0.08
H: -2.769 -4.148 -3.535  0.07
H: -1.873 -3.401 -4.803  0.08
H: -4.974 -3.642 -5.001  0.12
H: -4.004 -2.271 -5.588  0.13
H: -7.380 -1.088 -1.879  0.10
H: -6.740 0.463 -2.095  0.10
H: -6.581 -0.590 -0.579  0.08
C: 6.834 -0.456 1.350  -0.07
C: 6.405 -1.897 1.577  -0.23
O: 5.536 -2.357 0.574  0.05
C: 4.390 -2.962 0.914  -0.62
O: 3.994 -3.157 2.038  0.12
O: 3.716 -3.211 -0.179  0.01
C: 2.463 -3.886 -0.145  -0.02
H: 7.281 -0.305 0.366  0.08
H: 7.559 -0.140 2.098  0.08
H: 5.936 0.157 1.437  0.04
H: 5.994 -1.882 2.590  0.12
H: 7.306 -2.507 1.663  0.13
H: 2.570 -4.882 -0.576  0.10
H: 1.848 -3.352 -0.869  0.08
H: 1.976 -3.963 0.821  0.10
C: -8.305 -7.370 -2.044  -0.06
C: -6.811 -7.083 -2.291  -0.21
O: -6.380 -6.349 -1.151  0.04
C: -5.484 -5.382 -1.278  -0.58
O: -5.076 -4.900 -2.292  0.15
O: -5.132 -5.050 -0.017  0.00
C: -4.425 -3.822 0.159  -0.04
H: -8.515 -7.864 -1.099  0.08
H: -8.695 -7.848 -2.942  0.08
H: -8.786 -6.396 -1.913  0.08
H: -6.684 -6.543 -3.227  0.12
H: -6.296 -8.043 -2.366  0.12
H: -4.880 -2.967 -0.338  0.08
H: -3.385 -3.935 -0.155  0.10
H: -4.441 -3.735 1.245  0.10